(1)
Molecular formula: C24H33BNO7P
Method: DFT, wB97M-V/def2-TZVPD

Calculated values
Energy, a.u.: -1882.16410
Lowest unoccupied orbital energy, eV: -0.827
SMILES: CC(C)Cc1ccc(P(=O)(O)O)c2c1C(=O)c1ccc(B(O)O)cc1C2=O.CCN(CC)CC
Molecular weight, g mol⁻¹: 489.31
Gap between HOMO and LUMO, hartree: 0.2640

XYZ file:
```
67
Properties=species:S:1:pos:R:3:forces:R:3
C 4.03480 -0.54721 3.67489 -0.484 -0.138 0.088
C 3.19628 0.71430 3.51061 0.440 0.178 -0.521
C 3.74365 1.88993 4.33209 -0.543 -0.253 0.076
C 3.08298 1.06616 1.99785 -0.512 -0.093 0.220
C 1.80952 0.50701 1.42586 -0.336 -0.005 -0.368
C 1.78829 -0.74400 0.81976 -0.043 -0.109 0.017
C 0.62563 -1.30059 0.30525 -0.162 0.319 0.081
C -0.59440 -0.62877 0.38956 0.668 0.132 -0.674
P -2.05124 -1.44088 -0.27447 -1.460 -0.226 1.058
O -3.03132 -1.72406 0.79342 0.213 0.123 0.094
O -1.58164 -2.78556 -0.99173 0.512 0.251 -0.079
O -2.69791 -0.60881 -1.45459 0.484 -0.206 -0.299
C -0.60202 0.62478 1.01560 0.095 -0.180 0.032
C 0.57985 1.18374 1.51911 -0.050 -0.279 -0.085
C 0.44456 2.51943 2.19065 -0.330 -0.438 -0.024
O 1.22288 3.42273 2.05011 0.619 0.474 0.108
C -0.77011 2.64330 3.03417 -0.177 -0.060 0.240
C -0.75257 3.27091 4.27155 -0.505 -0.058 -0.123
C -1.92683 3.30023 5.01718 0.218 -0.093 -0.047
C -3.11412 2.73403 4.54486 -0.441 -0.186 -0.341
B -4.45620 2.72318 5.39041 0.468 -0.077 0.247
O -5.57171 3.41027 4.99329 -0.252 -0.621 0.179
O -4.46826 2.00268 6.57550 -0.402 0.318 -0.244
C -3.11883 2.11818 3.28826 0.512 0.426 0.056
C -1.94400 2.07277 2.55112 0.031 -0.072 0.202
C -1.87338 1.39510 1.23276 0.536 0.036 0.422
O -2.75059 1.48111 0.42107 -0.721 -0.211 -0.484
H 5.05814 -0.40220 3.33645 0.131 0.128 0.073
H 3.60479 -1.34955 3.07623 -0.003 -0.154 -0.022
H 4.02428 -0.87976 4.71106 0.191 -0.037 0.097
H 2.18742 0.48731 3.85691 -0.106 0.049 0.090
H 3.24702 1.90063 5.30069 0.178 -0.003 0.228
H 3.49981 2.83545 3.85604 0.123 0.150 -0.043
H 4.81368 1.81208 4.49453 0.185 0.091 -0.071
H 3.91271 0.65642 1.42805 0.238 0.027 0.042
H 3.05774 2.14043 1.87806 0.197 0.125 -0.115
H 2.70479 -1.31233 0.74155 0.123 0.035 -0.026
H 0.65760 -2.26271 -0.18059 0.085 -0.098 -0.045
H -1.67213 -3.48859 -0.33495 -0.033 -0.169 -0.123
H -3.55591 -0.32375 -1.10960 -0.014 0.297 -0.146
H 0.15841 3.70086 4.65535 0.126 0.108 -0.022
H -1.89439 3.76296 5.99328 -0.107 0.011 0.108
H -5.83556 3.20010 4.09218 0.174 0.590 -0.186
H -4.50381 1.06229 6.37308 0.269 -0.088 0.327
H -4.00431 1.65526 2.87646 -0.119 -0.022 -0.056
C 1.58473 -1.03570 -3.46412 0.008 0.059 -0.002
C 1.47636 -1.59129 -4.87775 0.015 0.104 0.095
N 0.45795 -2.61501 -5.00419 -0.028 -0.181 -0.046
C 0.54226 -3.37215 -6.23972 0.120 -0.107 -0.111
C 0.31643 -2.62841 -7.56155 -0.053 -0.085 -0.057
C -0.87610 -2.22124 -4.58362 -0.174 0.182 0.182
C -1.51434 -1.00128 -5.25924 -0.112 -0.041 -0.018
H 1.71789 -1.84279 -2.74139 -0.040 -0.024 -0.018
H 2.44615 -0.36982 -3.39302 -0.004 0.009 -0.006
H 0.70328 -0.45818 -3.18006 0.002 -0.015 0.016
H 2.43762 -2.04187 -5.14001 -0.047 -0.065 -0.084
H 1.32460 -0.75420 -5.57750 0.041 0.024 0.013
H -0.15796 -4.20966 -6.17938 -0.065 0.055 0.063
H 1.53648 -3.83018 -6.27406 0.031 0.071 0.047
H -0.73137 -2.37261 -7.71253 0.007 0.068 0.027
H 0.61198 -3.26890 -8.39541 0.013 -0.004 0.013
H 0.90967 -1.71579 -7.62584 -0.004 0.013 0.026
H -0.84728 -2.03074 -3.50974 0.052 0.003 0.026
H -1.54582 -3.07759 -4.69212 0.109 -0.083 -0.094
H -0.82986 -0.15313 -5.30945 0.018 -0.009 0.004
H -2.38366 -0.68237 -4.68080 0.020 -0.006 0.026
H -1.86263 -1.22196 -6.26741 0.074 0.039 -0.041
```
Forces are in eV/Å.



(2)
Molecular formula: C4H10O
Method: DFT, wB97M-V/def2-TZVPD

Calculated values
Energy, a.u.: -233.51675
Lowest unoccupied orbital energy, eV: 0.859
Molecular weight, g mol⁻¹: 74.12
Gap between HOMO and LUMO, hartree: 0.3510

XYZ file:
```
15
Properties=species:S:1:pos:R:3:forces:R:3
C 1.29548 -1.56061 -1.03245 0.075 -0.061 -0.033
C -0.02057 -0.84764 -0.74988 -0.048 -0.065 -0.028
C 0.01041 -0.07724 0.55920 0.049 -0.073 0.029
C -1.67651 1.92893 0.62043 0.014 0.507 -0.079
O -0.92577 2.61538 1.46199 -0.300 -0.035 0.081
H 2.11582 -0.84153 -1.14314 -0.110 -0.105 0.015
H 1.55082 -2.22991 -0.20255 -0.009 0.060 -0.144
H 1.24079 -2.15721 -1.94820 0.046 0.068 0.107
H -0.26067 -0.16263 -1.57550 0.039 -0.113 0.153
H -0.84224 -1.57225 -0.70729 0.132 0.020 -0.061
H 0.72025 0.76000 0.52813 -0.214 -0.189 0.028
H 0.27123 -0.70612 1.41586 0.083 -0.102 -0.125
H -1.14196 2.03900 -0.35339 -0.137 0.114 0.167
H -1.00852 0.28882 0.78799 0.302 -0.227 -0.013
H -1.32854 2.52302 2.33880 0.077 0.201 -0.098
```
Forces are in eV/Å.



(3)
Molecular formula: C6H10
Method: DFT, wB97M-V/def2-TZVPD

Calculated values
Energy, a.u.: -234.51870
Lowest unoccupied orbital energy, eV: 1.042
SMILES: CC1=CCCC1
Molecular weight, g mol⁻¹: 82.15
Gap between HOMO and LUMO, hartree: 0.3127

XYZ file:
```
16
Properties=species:S:1:pos:R:3:forces:R:3
C -1.57507 -0.40473 -1.45476 -0.306 0.047 -0.084
C -0.51261 -0.18836 -0.44170 -0.949 0.143 0.642
C -0.23719 -1.02368 0.56459 -1.398 0.298 0.123
C 1.01358 -0.59785 1.24819 0.980 -0.983 -1.515
C 1.31627 0.84348 0.79610 0.042 -0.160 -0.377
C 0.10292 1.16437 -0.10886 -0.088 0.142 -0.030
H -2.50196 0.02512 -1.06252 -0.187 0.001 -0.314
H -1.73623 -1.47477 -1.62351 -0.046 0.183 0.005
H -1.36629 0.06896 -2.41961 0.047 -0.046 0.135
H -0.58411 -2.03577 0.72636 -0.303 0.006 -0.240
H 1.21486 -1.25541 0.29895 2.933 0.550 2.017
H 1.47241 -1.00798 2.14850 -0.665 -0.012 -0.094
H 1.47622 1.63756 1.54567 -0.210 -0.713 0.034
H 2.24926 0.76185 0.23179 -0.047 0.486 -0.147
H 0.34732 1.83375 -0.94126 -0.071 -0.285 -0.015
H -0.67939 1.65346 0.49207 0.269 0.343 -0.140
```
Forces are in eV/Å.



(4)
Molecular formula: C30H55AuBO2P2
Method: DFT, wB97M-V/def2-TZVPD

Calculated values
Energy, a.u.: -2169.63515
Multiplicity: 3
Net charge: +1
Lowest unoccupied orbital energy (spin up / spin down), eV: -1.728 / -3.964
Molecular weight, g mol⁻¹: 717.50
Gap between HOMO and LUMO (spin up / spin down), hartree: 0.2599 / 0.2201

XYZ file:
```
91
Properties=species:S:1:pos:R:3:forces:R:3
Au 0.08676 -0.42947 1.17334 0.623 -1.181 0.374
C -0.25755 -3.00570 2.20833 0.091 0.895 0.457
C 1.11263 -3.20228 1.88613 1.079 0.870 0.842
C 1.01845 -1.55984 3.51010 -1.561 0.210 -0.157
C -0.33235 -1.94785 3.18673 0.561 0.121 -0.039
C 1.89334 -2.31611 2.68860 -0.593 -1.291 -1.272
C -1.42451 -3.82051 1.79026 -0.454 -0.202 -0.280
H -1.25956 -4.31763 0.82488 -0.038 0.106 0.247
H -2.33410 -3.20094 1.71450 0.339 -0.230 -0.020
H -1.65032 -4.61323 2.52684 0.170 0.267 -0.196
C -1.52583 -1.71321 4.05185 -0.322 0.001 0.399
H -2.45508 -1.97591 3.52647 0.243 0.254 0.155
H -1.60215 -0.67439 4.41133 0.017 -0.412 -0.202
H -1.47493 -2.37351 4.94223 -0.020 0.318 -0.325
C 1.43539 -0.67493 4.62850 0.091 0.349 0.304
H 1.52876 -1.24678 5.57007 -0.077 0.108 -0.321
H 0.71356 0.13862 4.80998 0.272 -0.299 -0.127
H 2.42411 -0.23086 4.43623 -0.359 -0.049 0.073
C 3.36831 -2.21968 2.73561 0.592 0.104 -0.043
H 3.77909 -2.82172 3.56348 -0.070 0.160 -0.235
H 3.69164 -1.17878 2.90960 -0.043 -0.368 -0.083
H 3.83222 -2.57899 1.80674 -0.084 0.063 0.259
C 1.66389 -4.20892 0.95253 0.195 -0.378 -0.388
H 2.02725 -5.09480 1.49763 -0.076 0.185 -0.220
H 2.51549 -3.79947 0.38936 -0.190 -0.184 0.067
H 0.90478 -4.54939 0.23584 0.235 0.039 0.120
C -1.70549 0.03188 -5.46819 -0.358 -0.251 0.191
C -1.58874 -1.29843 -5.54888 -0.483 0.260 -0.204
C -0.66166 -2.07241 -6.44379 0.440 -0.221 0.045
C 0.68502 -1.39229 -6.79252 -0.075 -0.258 -0.538
C 1.46591 -0.84317 -5.63582 0.354 0.144 0.311
C 1.34192 0.36771 -5.08056 0.554 -0.232 -0.327
C 0.42866 1.48008 -5.50561 -0.385 0.160 0.011
C -0.88441 1.05025 -6.20381 0.096 0.480 -0.316
H -1.15831 -2.30888 -7.40269 -0.003 0.080 0.387
H 0.50153 -0.60851 -7.53500 0.222 -0.341 0.142
H -0.47152 -3.04919 -5.96822 0.039 0.271 -0.142
H -0.64452 0.69600 -7.21161 -0.239 0.246 0.284
H -2.53098 0.46311 -4.88631 0.340 -0.348 0.068
H -2.30626 -1.93229 -5.01266 0.162 0.370 -0.063
H -1.49483 1.95829 -6.33705 0.187 -0.285 0.011
H 0.19385 2.08862 -4.61532 -0.006 -0.123 -0.266
H 2.04102 0.65152 -4.28274 -0.101 -0.230 -0.302
H 0.95765 2.16246 -6.19505 -0.044 -0.217 0.275
H 1.30949 -2.14762 -7.29621 -0.202 0.248 0.120
H 2.26714 -1.50797 -5.28846 -0.335 0.299 0.190
P -0.82721 -0.57450 -1.01358 0.139 -0.861 1.088
P 1.90533 0.71883 0.07684 -0.032 -0.925 1.148
C 0.09433 0.60160 -2.09467 -0.187 -0.126 -0.186
C 1.08388 1.53522 -1.34298 -0.064 0.382 -0.022
H -0.65429 1.18870 -2.64954 0.304 -0.052 0.159
H 0.62106 0.01249 -2.86306 -0.220 0.066 0.394
H 1.85862 1.90954 -2.02888 -0.265 -0.033 0.051
H 0.53658 2.41078 -0.95534 0.248 -0.251 -0.015
C 2.86237 1.82951 1.14565 0.121 0.833 -0.421
H 3.55873 1.23670 1.76509 -0.411 0.117 -0.359
H 2.19981 2.41281 1.80766 0.282 -0.330 -0.385
H 3.44437 2.50154 0.49724 0.059 -0.003 0.376
C 3.17041 -0.38715 -0.59222 0.396 0.181 -0.490
H 3.75800 0.14565 -1.35732 -0.019 -0.313 0.147
H 2.70986 -1.28097 -1.02590 0.138 0.158 0.020
H 3.84140 -0.68304 0.22649 -0.258 0.024 -0.249
C -2.58308 -0.17365 -0.88830 -0.296 0.241 -0.627
H -3.09014 -0.92855 -0.26797 0.319 0.236 -0.185
H -3.02605 -0.16966 -1.88992 -0.197 0.084 0.135
H -2.70875 0.80687 -0.41186 0.039 -0.247 -0.094
C -0.74327 -2.25034 -1.69801 -0.152 -0.138 -0.852
H 0.26918 -2.66291 -1.57889 -0.309 0.186 -0.048
H -1.02310 -2.26116 -2.76442 0.099 -0.133 0.268
H -1.44748 -2.88301 -1.13770 0.227 0.232 -0.115
C -2.44811 2.05384 4.49905 0.061 -0.055 0.245
C -2.09010 2.58772 3.11459 -0.333 0.456 0.645
C -3.25935 3.39282 2.60239 -0.097 0.535 -0.058
O -1.95873 1.47045 2.22912 1.239 -0.157 -0.253
B -0.60212 1.22420 2.13944 -0.382 0.301 0.923
O 0.19627 2.15856 2.78211 -0.529 -0.696 -0.769
C -0.65931 3.26867 3.07402 -0.441 0.429 0.116
C -0.52525 4.29950 1.95960 -0.080 0.144 -0.206
C -0.13333 3.88862 4.34707 -0.247 0.126 0.470
H -2.73702 2.89418 5.14387 0.085 -0.275 -0.012
H -1.61179 1.51700 4.97050 -0.195 0.170 -0.141
H -3.29793 1.35782 4.42296 0.259 0.287 -0.037
H -4.16884 2.78689 2.64282 0.145 0.029 0.077
H -3.40743 4.27344 3.23108 -0.085 0.044 -0.090
H -3.12996 3.71317 1.56690 0.089 0.003 0.091
H -1.09163 5.20283 2.21745 0.090 -0.171 -0.149
H 0.52719 4.58254 1.85429 -0.122 -0.043 0.035
H -0.87744 3.93159 0.98733 0.004 -0.015 0.199
H -0.13592 3.19638 5.19310 -0.125 0.072 -0.141
H 0.90552 4.20131 4.20182 -0.181 0.020 -0.106
H -0.73004 4.77026 4.59542 0.105 -0.042 0.155
```
Forces are in eV/Å.